No. 1
{
  "formula": "C4H9NO2",
  "method": "the ωB97M-V functional and the def2-TZVPD basis",
  "multiplicity": 1,
  "lumo_ev": 0.745,
  "homo_ev": -9.9743,
  "e_above_lowest_kj_mol": 84.7,
  "smiles": "C[C@@H](CO)NC=O",
  "orbital_gap_ev": 10.719,
  "elements": ["C", "C", "C", "O", "N", "C", "O", "H", "H", "H", "H", "H", "H", "H", "H", "H"],
  "xyz": [[-1.101, 1.267, -0.627], [-0.347, 0.448, 0.423], [-0.861, -0.992, 0.468], [-0.155, -1.785, 1.385], [1.095, 0.537, 0.163], [1.879, -0.324, -0.524], [1.554, -1.440, -0.895], [-0.802, 2.320, -0.604], [-2.183, 1.233, -0.465], [-0.887, 0.862, -1.621], [-0.509, 0.886, 1.418], [-1.906, -0.948, 0.796], [-0.839, -1.428, -0.538], [0.624, -2.100, 0.903], [1.533, 1.409, 0.410], [2.905, 0.055, -0.693]]
}

No. 2
{
  "formula": "C4BrClN2S2",
  "method": "the ωB97M-V functional and the def2-TZVPD basis",
  "multiplicity": 1,
  "lumo_ev": -2.016,
  "homo_ev": -8.7870,
  "e_above_lowest_kj_mol": 0.0,
  "smiles": "N#CC(Br)=C=S.[S-][N+]#CCl",
  "orbital_gap_ev": 6.771,
  "elements": ["C", "C", "C", "C", "N", "N", "S", "S", "Cl", "Br"],
  "xyz": [[0.997, 2.418, -0.875], [0.861, 0.498, 0.253], [-1.177, -2.052, 0.463], [0.183, 1.496, -0.244], [1.624, 3.181, -1.427], [-1.986, -1.543, 1.176], [2.008, -0.466, 0.808], [-2.789, -1.082, 2.484], [-0.611, -2.521, -0.967], [-1.707, 1.590, -0.385]]
}

No. 3
{
  "formula": "C4H3EuNO4",
  "method": "the ωB97M-V functional and the def2-TZVPD basis",
  "multiplicity": 7,
  "charge": 3,
  "lumo_ev": [-18.470, -14.782],
  "homo_ev": [-25.1446, -25.1626],
  "e_above_lowest_kj_mol": 40.0,
  "orbital_gap_ev": [6.674, 10.381],
  "elements": ["Eu", "O", "C", "C", "O", "C", "O", "C", "O", "N", "H", "H", "H"],
  "xyz": [[-0.278, -0.670, 0.086], [-0.956, 3.799, -0.777], [-0.756, 2.689, -0.581], [2.233, -1.260, -0.537], [3.331, -1.481, -0.799], [-2.446, -2.185, -0.445], [-3.399, -2.796, -0.645], [-0.247, -0.272, -2.526], [-0.166, -0.084, -3.658], [0.564, 0.447, 2.242], [1.024, -0.245, 2.845], [-0.164, 0.899, 2.802], [1.261, 1.159, 1.992]]
}

No. 4
{
  "formula": "C28H24BrNO7Pt",
  "method": "the ωB97M-V functional and the def2-TZVPD basis",
  "multiplicity": 1,
  "lumo_ev": [-3.386, -3.386],
  "homo_ev": [-7.6234, -7.6236],
  "e_above_lowest_kj_mol": 51.3,
  "orbital_gap_ev": [4.237, 4.238],
  "elements": ["Pt", "O", "C", "C", "O", "C", "C", "O", "C", "O", "O", "O", "C", "C", "C", "N", "C", "Br", "C", "H", "H", "H", "H", "C", "C", "C", "C", "O", "H", "H", "H", "H", "H", "H", "H", "H", "H", "C", "C", "C", "C", "C", "C", "C", "C", "C", "C", "C", "C", "C", "C", "H", "H", "H", "H", "H", "H", "H", "H", "H", "H", "H"],
  "xyz": [[-0.234, 0.100, 0.136], [4.884, 1.822, 3.667], [3.863, 1.665, 3.074], [3.728, 1.306, 1.577], [4.621, 1.152, 0.803], [2.233, 1.158, 1.263], [1.421, 1.534, 2.516], [0.245, 1.709, 2.598], [2.434, 1.807, 3.653], [2.163, 2.115, 4.771], [1.827, 0.782, 0.189], [-2.820, 4.001, -3.904], [-2.237, 3.189, -3.004], [-2.525, 3.223, -1.643], [-1.881, 2.335, -0.815], [-0.979, 1.440, -1.253], [-0.701, 1.434, -2.560], [0.593, 0.223, -3.173], [-1.299, 2.279, -3.471], [-3.450, 4.587, -3.469], [-3.248, 3.916, -1.232], [-2.088, 2.298, 0.245], [-1.049, 2.233, -4.519], [1.766, -2.523, 0.226], [0.891, -2.339, 1.467], [1.702, -2.669, 2.720], [-0.320, -3.267, 1.390], [0.491, -0.991, 1.623], [2.138, -3.548, 0.156], [2.625, -1.849, 0.257], [1.193, -2.300, -0.678], [2.061, -3.700, 2.703], [1.085, -2.526, 3.608], [2.567, -2.003, 2.790], [-0.004, -4.313, 1.400], [-0.890, -3.088, 0.478], [-0.983, -3.091, 2.238], [-6.502, -2.316, 2.503], [-5.905, -1.314, 3.256], [-4.665, -0.816, 2.889], [-4.000, -1.289, 1.756], [-4.602, -2.314, 1.022], [-5.839, -2.818, 1.391], [-2.674, -0.725, 1.431], [-2.064, -0.652, 0.240], [-2.719, -0.964, -1.057], [-3.908, -0.327, -1.420], [-4.489, -0.555, -2.658], [-3.896, -1.431, -3.558], [-2.713, -2.068, -3.210], [-2.125, -1.826, -1.977], [-7.467, -2.713, 2.789], [-6.403, -0.925, 4.135], [-4.195, -0.044, 3.487], [-4.092, -2.731, 0.164], [-6.285, -3.616, 0.810], [-2.116, -0.369, 2.293], [-4.379, 0.345, -0.712], [-5.412, -0.051, -2.919], [-4.350, -1.612, -4.523], [-2.239, -2.749, -3.906], [-1.187, -2.304, -1.720]]
}

No. 5
{
  "formula": "C3H7N3Si",
  "method": "the ωB97M-V functional and the def2-TZVPD basis",
  "multiplicity": 1,
  "lumo_ev": [-2.108, -1.782],
  "homo_ev": [-8.0689, -7.5278],
  "e_above_lowest_kj_mol": 777.6,
  "orbital_gap_ev": [5.961, 5.746],
  "elements": ["C", "C", "C", "N", "N", "N", "Si", "H", "H", "H", "H", "H", "H", "H"],
  "xyz": [[-0.175, -0.103, 0.315], [-0.374, 0.371, -1.095], [1.086, 0.783, -1.557], [1.880, -0.239, 1.617], [1.898, 0.862, -0.318], [1.289, 0.203, 0.664], [-1.285, -0.959, 1.571], [-0.957, -0.404, -1.692], [-1.033, 1.245, -1.152], [1.567, -0.011, -2.269], [1.332, 1.793, -2.047], [-0.718, -1.707, 2.773], [-2.420, -2.005, 1.038], [-2.090, 0.171, 2.151]]
}

No. 6
{
  "formula": "C9H17N2O3P",
  "method": "the ωB97M-V functional and the def2-TZVPD basis",
  "multiplicity": 1,
  "lumo_ev": -1.455,
  "homo_ev": -9.1987,
  "e_above_lowest_kj_mol": 199.5,
  "orbital_gap_ev": 7.743,
  "elements": ["C", "C", "C", "C", "C", "C", "C", "C", "C", "N", "N", "O", "O", "O", "P", "H", "H", "H", "H", "H", "H", "H", "H", "H", "H", "H", "H", "H", "H", "H", "H", "H"],
  "xyz": [[-0.637, -3.695, -1.257], [-0.535, -2.340, -1.322], [0.038, -3.171, 0.641], [-2.790, -0.271, 1.469], [-1.658, 1.889, 2.294], [3.401, 0.970, -1.812], [1.228, 2.259, -1.371], [-2.290, 1.165, 1.033], [2.159, 1.141, -0.826], [-0.310, -4.192, -0.073], [-0.097, -1.953, -0.105], [1.265, -0.549, 1.753], [-1.485, 1.089, -0.072], [1.349, -0.073, -0.817], [0.557, -0.516, 0.440], [-0.769, -4.467, -2.004], [-0.710, -1.597, -2.075], [0.448, -3.226, 1.581], [-3.570, -0.313, 2.286], [-3.233, -0.909, 0.548], [-1.705, -0.698, 1.609], [-1.573, 2.937, 2.209], [-0.515, 1.680, 2.429], [-2.068, 1.485, 3.145], [2.947, 1.144, -2.821], [4.166, 1.574, -1.425], [3.890, -0.007, -1.648], [1.117, 2.058, -2.449], [1.762, 3.235, -1.233], [0.320, 2.082, -0.889], [-3.030, 1.776, 0.609], [2.330, 1.493, 0.153]]
}

No. 7
{
  "formula": "C30H17Br4ClF3N4O7S2Tl",
  "method": "the ωB97M-V functional and the def2-TZVPD basis",
  "multiplicity": 1,
  "charge": -2,
  "lumo_ev": 3.995,
  "homo_ev": -2.2273,
  "e_above_lowest_kj_mol": 55.5,
  "orbital_gap_ev": 6.222,
  "elements": ["Tl", "F", "C", "F", "F", "C", "C", "C", "C", "N", "C", "S", "H", "H", "H", "Br", "C", "C", "Br", "C", "Br", "C", "O", "C", "O", "C", "Br", "N", "C", "C", "C", "C", "C", "C", "C", "C", "N", "C", "H", "H", "H", "H", "H", "H", "H", "H", "Cl", "C", "C", "O", "O", "H", "H", "O", "C", "N", "S", "O", "O", "C", "C", "C", "C", "C", "C", "H", "H", "H", "H"],
  "xyz": [[-0.296, 0.142, 0.172], [-2.539, -4.763, -0.211], [-2.169, -4.792, -1.489], [-3.289, -5.106, -2.207], [-1.347, -5.874, -1.635], [-1.538, -3.546, -2.024], [-1.429, -3.468, -3.405], [-0.881, -2.349, -4.006], [-0.500, -1.305, -3.175], [-0.591, -1.375, -1.863], [-1.045, -2.478, -1.234], [-0.876, -2.451, 0.467], [-1.784, -4.295, -4.008], [-0.765, -2.285, -5.078], [-0.092, -0.381, -3.573], [3.105, 6.266, -1.720], [2.588, 4.450, -1.597], [3.271, 3.482, -2.313], [4.734, 3.941, -3.424], [2.883, 2.141, -2.176], [3.794, 0.755, -3.100], [1.842, 1.737, -1.349], [1.511, 0.477, -1.219], [1.136, 2.743, -0.601], [0.196, 2.386, 0.205], [1.534, 4.071, -0.757], [0.598, 5.338, 0.290], [2.804, -1.372, 0.454], [2.938, -1.413, 1.798], [3.716, -2.386, 2.413], [4.003, -2.345, 3.780], [3.528, -1.332, 4.568], [2.673, -0.360, 4.006], [2.143, 0.703, 4.769], [1.300, 1.601, 4.186], [0.942, 1.418, 2.840], [1.423, 0.451, 2.095], [2.318, -0.420, 2.632], [3.249, -2.077, -0.103], [2.397, -0.584, -0.047], [4.144, -3.174, 1.802], [4.640, -3.110, 4.209], [3.792, -1.262, 5.617], [2.420, 0.788, 5.814], [0.872, 2.428, 4.735], [0.245, 2.099, 2.369], [-2.437, 1.983, -5.103], [-3.072, 1.569, -3.495], [-2.141, 2.044, -2.357], [-1.721, 3.188, -2.370], [-1.977, 1.137, -1.454], [-3.209, 0.493, -3.451], [-4.025, 2.081, -3.380], [-1.349, -0.514, 2.982], [-2.063, 0.406, 2.579], [-2.017, 0.850, 1.306], [-2.616, 2.309, 0.679], [-2.696, 3.122, 2.291], [-4.036, 2.141, 0.417], [-3.268, 2.458, 3.294], [-4.100, 3.125, 4.199], [-4.648, 2.449, 5.274], [-4.384, 1.098, 5.476], [-3.558, 0.432, 4.585], [-3.012, 1.096, 3.496], [-4.304, 4.177, 4.042], [-5.292, 2.978, 5.967], [-4.801, 0.576, 6.329], [-3.320, -0.616, 4.717]]
}